1.
Here is a 2-piece molecular cluster, C23H28N3O overall in a non-equilibrium geometry from OMol25. Energies are from ωB97M-V/def2-TZVPD.

Molar mass   362.50 g/mol
F_max   0.0596 Eh/bohr
Charge   +1

Bonds (Å) are listed after each position.
Cartesian coordinates (Å):
1 H -2.595 4.461 -1.940  C45 1.079
2 C -1.248 2.962 -1.262  H16 1.076, C26 1.409, C45 1.375
3 H 0.188 -2.433 3.301  C5 1.097
4 H 5.300 3.272 0.465  C34 1.097
5 C -0.805 -2.495 3.762  H3 1.097, H20 1.100, C25 1.524, C29 1.531
6 H 1.381 2.655 -1.338  C12 1.072
7 C 2.624 1.064 -0.763  C12 1.377, N28 1.367, H43 1.074
8 C 4.025 3.106 -1.282  H21 1.095, N28 1.491, C34 1.532, H52 1.094
9 H -2.170 -4.098 4.245  C25 1.097
10 H -4.169 -1.055 -2.455  C24 1.080
11 N -2.109 -3.834 2.173  C25 1.464, C44 1.401, H47 1.019
12 C 1.402 1.693 -0.865  H6 1.072, C7 1.377, C22 1.381
13 H 4.930 -0.144 -1.342  C49 1.095
14 H -3.318 -0.847 -0.167  C36 1.075
15 H -2.820 -5.090 -2.582  C19 1.079
16 H -0.503 3.211 -1.999  C2 1.076
17 H -1.944 0.672 1.134  C41 1.077
18 C -3.539 -3.086 -2.666  C19 1.382, C24 1.381, H46 1.080
19 C -2.920 -4.156 -2.050  H15 1.079, C18 1.382, C53 1.380
20 H -0.652 -2.350 4.842  C5 1.100
21 H 3.178 3.666 -0.875  C8 1.095
22 C 0.228 1.205 -0.326  C12 1.381, C26 1.425, H37 1.074
23 C -2.584 -2.845 -0.047  C36 1.395, C44 1.475, C53 1.397
24 C -3.675 -1.892 -1.984  H10 1.080, C18 1.381, C36 1.378
25 C -1.432 -3.853 3.471  C5 1.524, H9 1.097, N11 1.464, H35 1.098
26 C -1.019 1.893 -0.373  C2 1.409, C22 1.425, C41 1.409
27 H 7.162 1.012 -1.617  C40 1.097
28 N 3.818 1.642 -1.095  C7 1.367, C8 1.491, C49 1.485
29 C -1.714 -1.405 3.190  C5 1.531, N31 1.398, H39 1.100, H51 1.099
30 H 5.308 0.780 0.109  C49 1.094
31 N -1.923 -1.503 1.811  C29 1.398, C44 1.298
32 C -3.219 2.275 0.559  H38 1.078, C41 1.373, C54 1.385
33 H 5.989 1.699 -2.749  C40 1.096
34 C 5.328 3.536 -0.599  H4 1.097, C8 1.532, O42 1.437, H48 1.098
35 H -0.677 -4.650 3.483  C25 1.098
36 C -3.200 -1.775 -0.696  H14 1.075, C23 1.395, C24 1.378
37 H 0.275 0.305 0.258  C22 1.074
38 H -3.986 2.017 1.270  C32 1.078
39 H -2.698 -1.466 3.678  C29 1.100
40 C 6.225 1.579 -1.685  H27 1.097, H33 1.096, O42 1.437, C49 1.531
41 C -2.057 1.544 0.512  H17 1.077, C26 1.409, C32 1.373
42 O 6.482 2.892 -1.162  C34 1.437, C40 1.437
43 H 2.657 0.076 -0.343  C7 1.074
44 C -2.162 -2.695 1.359  N11 1.401, C23 1.475, N31 1.298
45 C -2.429 3.665 -1.231  H1 1.079, C2 1.375, C54 1.385
46 H -3.929 -3.183 -3.668  C18 1.080
47 H -2.192 -4.758 1.750  N11 1.019
48 H 5.490 4.619 -0.668  C34 1.098
49 C 5.079 0.870 -0.957  H13 1.095, N28 1.485, H30 1.094, C40 1.531
50 H -4.320 3.913 -0.266  C54 1.078
51 H -1.318 -0.403 3.409  C29 1.099
52 H 4.071 3.312 -2.356  C8 1.094
53 C -2.446 -4.039 -0.759  C19 1.380, C23 1.397, H55 1.075
54 C -3.407 3.342 -0.305  C32 1.385, C45 1.385, H50 1.078
55 H -1.957 -4.883 -0.307  C53 1.075

2.
Here is an isolated ion of composition C23H28N3O and charge +1 in a non-equilibrium geometry from OMol25. Energies are from ωB97M-V/def2-TZVPD.

SMILES   COc1ccc([C@@H](CC2=[N+](C)CCN2C)c2cn(C)c3ccccc23)cc1
Molar mass   362.50 g/mol
F_max   0.0375 Eh/bohr
Charge   +1

Bonds (Å) are listed after each position.
Cartesian coordinates (Å):
1 C 3.109 -0.550 8.833  H9 1.096, H16 1.096, H25 1.094, O34 1.442
2 C 1.226 -0.932 7.330  C14 1.412, O34 1.358, C40 1.408
3 H -2.997 0.609 2.225  C33 1.099
4 C -0.713 -4.366 4.059  C7 1.454, C8 1.406, C24 1.554
5 H -0.304 -8.644 4.910  C19 1.100
6 H 1.683 -3.494 5.158  C38 1.092
7 C -1.579 -5.238 3.281  C4 1.454, C17 1.433, C28 1.389
8 C -0.114 -5.224 4.998  C4 1.406, N42 1.389, H48 1.077
9 H 3.192 -1.591 9.163  C1 1.096
10 H 1.545 1.656 0.963  C29 1.104
11 H 3.186 0.055 1.697  C23 1.100
12 H -2.562 -1.117 2.405  C33 1.095
13 C -0.089 -2.211 2.733  H21 1.107, C24 1.525, C27 1.574, H47 1.102
14 C -0.065 -0.536 6.920  C2 1.412, H32 1.078, C50 1.377
15 H -2.835 -3.963 2.097  C28 1.093
16 H 3.839 -0.352 8.040  C1 1.096
17 C -1.334 -6.592 3.683  C7 1.433, C20 1.391, N42 1.386
18 H 2.547 -1.578 2.000  C23 1.096
19 C 0.055 -7.740 5.424  H5 1.100, H35 1.100, N42 1.460, H54 1.100
20 C -1.932 -7.696 3.085  C17 1.391, C37 1.413, H46 1.096
21 H 0.979 -2.500 2.791  C13 1.107
22 H 2.931 -0.482 3.357  C23 1.097
23 C 2.520 -0.537 2.342  H11 1.100, H18 1.096, H22 1.097, N41 1.440
24 C -0.736 -2.815 3.975  C4 1.554, C13 1.525, C30 1.529, H49 1.106
25 H 3.238 0.134 9.677  C1 1.094
26 H 2.898 -2.286 6.902  C40 1.094
27 C 0.028 -0.662 2.476  C13 1.574, N41 1.351, N45 1.349
28 C -2.567 -4.995 2.336  C7 1.389, H15 1.093, C53 1.412
29 C 0.992 1.400 1.883  H10 1.104, H31 1.104, N41 1.464, C43 1.512
30 C -0.042 -2.196 5.189  C24 1.529, C38 1.390, C50 1.386
31 H 1.330 2.103 2.664  C29 1.104
32 H -0.532 0.273 7.459  C14 1.078
33 C -2.338 -0.193 1.863  H3 1.099, H12 1.095, H39 1.109, N45 1.436
34 O 1.779 -0.248 8.365  C1 1.442, C2 1.358
35 H 1.154 -7.789 5.437  C19 1.100
36 H -0.932 2.298 2.325  C43 1.106
37 C -2.873 -7.425 2.067  C20 1.413, H44 1.094, C53 1.409
38 C 1.210 -2.623 5.615  H6 1.092, C30 1.390, C40 1.391
39 H -2.535 -0.360 0.785  C33 1.109
40 C 1.885 -1.966 6.638  C2 1.408, H26 1.094, C38 1.391
41 N 1.187 0.007 2.288  C23 1.440, C27 1.351, C29 1.464
42 N -0.439 -6.549 4.740  C8 1.389, C17 1.386, C19 1.460
43 C -0.506 1.495 1.696  C29 1.512, H36 1.106, N45 1.467, H55 1.106
44 H -3.358 -8.257 1.550  C37 1.094
45 N -0.971 0.168 2.114  C27 1.349, C33 1.436, C43 1.467
46 H -1.664 -8.717 3.381  C20 1.096
47 H -0.540 -2.631 1.820  C13 1.102
48 H 0.528 -5.030 5.841  C8 1.077
49 H -1.810 -2.554 3.978  C24 1.106
50 C -0.690 -1.182 5.876  C14 1.377, C30 1.386, H52 1.088
51 H -3.949 -5.921 0.938  C53 1.099
52 H -1.682 -0.860 5.565  C50 1.088
53 C -3.199 -6.098 1.722  C28 1.412, C37 1.409, H51 1.099
54 H -0.274 -7.785 6.473  C19 1.100
55 H -0.754 1.737 0.645  C43 1.106

3.
Here is one molecule with the formula C23H28N4O2 in a non-equilibrium geometry from OMol25. Energies are from ωB97M-V/def2-TZVPD.

SMILES   CCCCc1nc(N2CCN(C(=O)c3ccco3)CC2)c(C#N)c2c1CCCC2
Molar mass   392.50 g/mol
F_max   0.0259 Eh/bohr

Bonds (Å) are listed after each position.
Cartesian coordinates (Å):
1 H -0.375 -3.325 1.109  C50 1.086
2 H 0.175 3.499 2.508  C21 1.088
3 C 0.872 2.569 -1.396  C10 1.409, C18 1.503, C38 1.391
4 O -0.859 -5.338 1.142  C6 1.341, C44 1.356
5 H 0.351 3.001 -3.419  C18 1.093
6 C -1.043 -6.428 1.902  O4 1.341, H8 1.072, C40 1.362
7 C 0.577 -2.651 -2.036  H16 1.095, C27 1.533, N37 1.451, H52 1.090
8 H -1.687 -6.324 2.753  C6 1.072
9 H -0.306 -8.478 1.815  C40 1.070
10 C 1.107 1.196 -1.604  C3 1.409, C25 1.417, C56 1.405
11 H 1.014 4.799 1.050  C46 1.093
12 H 2.617 -2.440 -1.383  C27 1.097
13 H 0.539 6.417 -0.835  C45 1.092
14 N 0.808 0.815 0.722  C25 1.333, C26 1.320
15 H -0.961 -2.028 0.050  C50 1.097
16 H -0.263 -2.010 -2.326  C7 1.095
17 H -2.113 2.357 0.793  C55 1.093
18 C 0.878 3.481 -2.591  C3 1.503, H5 1.093, C36 1.523, H54 1.096
19 H 0.922 1.970 2.999  C21 1.092
20 N 1.321 0.517 -4.057  C56 1.151
21 C 0.184 2.425 2.335  H2 1.088, H19 1.092, C26 1.504, C42 1.534
22 H 0.445 5.518 -3.129  C36 1.091
23 H 0.953 -7.556 -0.407  C31 1.070
24 H -3.897 2.032 3.254  C57 1.088
25 C 1.119 0.332 -0.481  C10 1.417, N14 1.333, N51 1.360
26 C 0.570 2.098 0.919  N14 1.320, C21 1.504, C38 1.401
27 C 1.780 -1.783 -1.650  C7 1.533, H12 1.097, H49 1.086, N51 1.442
28 H -0.616 4.691 0.382  C46 1.095
29 H -0.820 4.741 -2.172  C36 1.092
30 H 1.955 5.393 -1.096  C45 1.092
31 C 0.313 -7.012 0.256  H23 1.070, C40 1.410, C44 1.373
32 H -1.175 0.768 2.461  C42 1.092
33 H 1.957 -2.467 0.874  C48 1.095
34 C 0.385 -4.810 -0.981  N37 1.358, C44 1.475, O53 1.223
35 H -1.391 1.977 3.732  C42 1.092
36 C 0.261 4.841 -2.293  C18 1.523, H22 1.091, H29 1.092, C45 1.521
37 N 0.179 -3.470 -0.906  C7 1.451, C34 1.358, C50 1.444
38 C 0.643 3.046 -0.110  C3 1.391, C26 1.401, C46 1.506
39 H 0.879 -1.178 1.483  C48 1.089
40 C -0.344 -7.487 1.410  C6 1.362, H9 1.070, C31 1.410
41 H -3.685 0.828 1.984  C57 1.088
42 C -1.194 1.840 2.667  C21 1.534, H32 1.092, H35 1.092, C55 1.526
43 H -4.458 2.371 1.616  C57 1.088
44 C -0.026 -5.688 0.131  O4 1.356, C31 1.373, C34 1.475
45 C 0.866 5.390 -1.009  H13 1.092, H30 1.092, C36 1.521, C46 1.525
46 C 0.442 4.513 0.164  H11 1.093, H28 1.095, C38 1.506, C45 1.525
47 H -2.330 3.565 2.064  C55 1.093
48 C 1.106 -1.821 0.634  H33 1.095, H39 1.089, C50 1.538, N51 1.446
49 H 2.085 -1.161 -2.486  C27 1.086
50 C -0.113 -2.686 0.271  H1 1.086, H15 1.097, N37 1.444, C48 1.538
51 N 1.460 -0.985 -0.492  C25 1.360, C27 1.442, C48 1.446
52 H 0.833 -3.315 -2.862  C7 1.090
53 O 0.878 -5.325 -1.974  C34 1.223
54 H 1.916 3.614 -2.913  C18 1.096
55 C -2.313 2.491 1.859  H17 1.093, C42 1.526, H47 1.093, C57 1.524
56 C 1.252 0.779 -2.938  C10 1.405, N20 1.151
57 C -3.673 1.894 2.199  H24 1.088, H41 1.088, H43 1.088, C55 1.524

4.
Here is one molecule with the formula C23H28N4O2S from OMol25. Energies are from ωB97M-V/def2-TZVPD.

SMILES   COc1ccc(-n2c(N3CCN(C)CC3)nc3sc4c(c3c2=O)CCCCC4)cc1
Molar mass   424.57 g/mol
F_max   0.0135 Eh/bohr

Bonds (Å) are listed after each position.
Cartesian coordinates (Å):
1 C 2.030 0.949 1.296  C13 1.392, C31 1.377, H42 1.080
2 H -4.274 1.823 -1.383  C19 1.094
3 C -4.392 -0.727 0.304  C5 1.358, S20 1.757, C53 1.494
4 O 4.528 3.511 0.817  C18 1.360, C45 1.408
5 C -3.604 0.334 -0.011  C3 1.358, C19 1.498, C29 1.433
6 H -3.284 2.410 -0.059  C19 1.091
7 C 1.650 1.939 -0.859  C13 1.386, C16 1.384, H39 1.078
8 C 2.579 -1.399 -0.684  C11 1.533, H24 1.091, H30 1.098, N49 1.452
9 N 0.169 0.168 -0.061  C13 1.424, C25 1.376, C43 1.424
10 H 5.395 -4.355 0.446  C52 1.089
11 C 3.161 -2.638 -1.374  C8 1.533, H15 1.096, N21 1.453, H58 1.091
12 H 3.388 -2.920 1.548  C27 1.104
13 C 1.305 1.009 0.109  C1 1.392, C7 1.386, N9 1.424
14 H -6.232 -0.571 1.382  C53 1.095
15 H 2.375 -3.111 -1.974  C11 1.096
16 C 2.720 2.795 -0.658  C7 1.384, C18 1.390, H22 1.078
17 H 4.095 5.228 -0.267  C45 1.094
18 C 3.457 2.727 0.519  O4 1.360, C16 1.390, C31 1.397
19 C -4.090 1.719 -0.310  H2 1.094, C5 1.498, H6 1.091, C33 1.528
20 S -3.464 -2.184 0.623  C3 1.757, C41 1.725
21 N 3.675 -3.623 -0.436  C11 1.453, C27 1.457, C52 1.445
22 H 2.960 3.512 -1.426  C16 1.078
23 C -6.552 0.110 -0.644  H44 1.092, C46 1.529, H47 1.091, C53 1.530
24 H 2.242 -0.689 -1.441  C8 1.091
25 C 0.251 -1.191 0.141  N9 1.376, N49 1.357, N56 1.306
26 H 5.217 4.084 -1.057  C45 1.095
27 C 2.932 -3.609 0.817  H12 1.104, N21 1.457, C36 1.520, H40 1.094
28 H -6.893 2.189 -1.027  C46 1.093
29 C -2.213 -0.010 0.000  C5 1.433, C41 1.387, C43 1.435
30 H 3.356 -0.913 -0.081  C8 1.098
31 C 3.101 1.791 1.493  C1 1.377, C18 1.397, H37 1.078
32 O -1.089 2.040 -0.415  C43 1.216
33 C -5.351 2.083 0.472  C19 1.528, H34 1.092, C46 1.529, H55 1.092
34 H -5.423 3.170 0.549  C33 1.092
35 H -6.169 -1.849 0.175  C53 1.093
36 C 1.489 -3.187 0.589  C27 1.520, N49 1.455, H50 1.091, H51 1.095
37 H 3.674 1.757 2.406  C31 1.078
38 H 5.750 5.025 0.358  C45 1.089
39 H 1.078 2.003 -1.770  C7 1.078
40 H 2.958 -4.617 1.241  C27 1.094
41 C -1.990 -1.341 0.323  S20 1.725, C29 1.387, N56 1.339
42 H 1.746 0.241 2.060  C1 1.080
43 C -1.077 0.844 -0.196  N9 1.424, C29 1.435, O32 1.216
44 H -7.563 -0.250 -0.845  C23 1.092
45 C 4.905 4.512 -0.099  O4 1.408, H17 1.094, H26 1.095, H38 1.089
46 C -6.638 1.562 -0.170  C23 1.529, H28 1.093, C33 1.529, H54 1.093
47 H -5.995 0.056 -1.581  C23 1.091
48 H 5.623 -3.643 -1.154  C52 1.089
49 N 1.464 -1.799 0.155  C8 1.452, C25 1.357, C36 1.455
50 H 0.917 -3.258 1.516  C36 1.091
51 H 1.010 -3.843 -0.145  C36 1.095
52 C 5.099 -3.535 -0.206  H10 1.089, N21 1.445, H48 1.089, H57 1.102
53 C -5.881 -0.814 0.374  C3 1.494, H14 1.095, C23 1.530, H35 1.093
54 H -7.449 1.656 0.557  C46 1.093
55 H -5.256 1.693 1.487  C33 1.092
56 N -0.793 -1.942 0.361  C25 1.306, C41 1.339
57 H 5.408 -2.589 0.267  C52 1.102
58 H 3.960 -2.332 -2.052  C11 1.091

What did we get for energy relative to the best compared isomer or geometry (same formula, charge and spin)? Answer: 86.9, 0.0, 195.5, 157.3 kJ/mol, in the order shown.
What did we get for E_HOMO? Answer: -10.690, -10.091, -7.905, -7.415 eV, in the order shown.